# C8H11OPS

The molecule C8H11OPS (wB97M-V/def2-TZVPD, the Open Molecules 2025 dataset).

The calculation puts the energy above the lowest of the compared OMol25 structures with the same formula, charge and spin at 219.1 kJ/mol. The energy is -1126.08059 hartree. The value obtained for the HOMO energy (spin up / spin down) is -7.4416 / -7.1828 eV. Its SMILES is CCP(=S)=C(C)c1ccoc1. As for the HOMO-LUMO gap (spin up / spin down): 6.2006 / 5.5499 eV.

```
! RIJCOSX wB97M-V def2-TZVPD def2/J DEFGRID3
* xyz 0 1
C 2.292 -0.694 0.843
C 1.615 0.688 0.796
P 1.213 1.145 -1.058
S 1.674 3.049 -1.192
C -0.478 0.924 -0.555
C -1.440 2.121 -0.368
C -0.930 -0.415 -0.344
C -0.323 -1.606 -0.772
C -1.153 -2.610 -0.510
O -2.390 -2.129 0.055
C -2.187 -0.827 0.097
H 3.202 -0.951 0.305
H 1.602 -1.525 0.648
H 2.429 -0.840 1.953
H 2.408 1.524 1.062
H 0.659 0.780 1.278
H -0.851 2.935 -0.579
H -2.264 2.053 -1.197
H -1.892 1.967 0.532
H 0.754 -1.668 -1.024
H -0.948 -3.698 -0.512
H -2.992 -0.222 0.542
*
```